Here is an isolated ion of composition C8H12NO2 and charge +1 from OMol25. Energies are from ωB97M-V/def2-TZVPD.

Structure (XYZ):
```
23
Properties=species:S:1:pos:R:3:forces:R:3
C 0.0804 -2.5504 -1.2588 1.900 -3.101 2.720
N 0.9853 -1.5945 -0.5315 -2.138 2.396 -1.214
C 2.4141 -1.6044 -0.8219 1.148 0.925 -0.162
C 0.4429 -0.1673 -0.5802 -0.855 -1.832 0.274
C -0.1908 0.0821 0.7318 -0.467 -0.853 1.836
O -0.0519 -0.7829 1.6068 -0.331 0.657 -0.641
C -0.8915 1.3130 0.9159 -0.660 0.502 1.216
C -1.7706 1.7457 1.8816 -1.184 0.190 0.106
C -2.1464 3.0864 1.5086 -0.207 -0.739 0.153
C -1.4464 3.3798 0.4088 1.161 -2.151 -0.370
O -0.6810 2.3004 0.0162 -0.068 0.855 -0.221
H -0.1780 -2.2010 -2.1938 -0.299 0.640 -1.996
H 0.6304 -3.5801 -1.2613 -0.862 1.923 -0.464
H -0.7951 -2.7671 -0.6431 -0.020 0.524 -0.058
H 0.8078 -1.6888 0.4989 0.338 -0.696 0.237
H 2.8157 -1.4478 -1.8439 -1.301 -0.423 0.100
H 2.8302 -0.7139 -0.3127 0.098 -1.001 0.383
H 2.7128 -2.5553 -0.4533 1.094 -0.527 0.373
H 1.2015 0.5111 -0.6190 2.559 1.696 -0.372
H -0.2088 0.1261 -1.3589 -0.754 -0.505 -1.186
H -2.2937 1.1928 2.6798 0.873 0.167 -0.528
H -2.9385 3.7224 1.8545 0.055 -0.024 0.631
H -1.3284 4.1937 -0.2245 -0.078 1.376 -0.819
```
Positions in Å, forces in eV/Å.

Output
* energy relative to the best compared isomer or geometry (same formula, charge and spin): 14.09 kcal/mol
* Kohn-Sham gap: 0.3359 hartree
* SMILES string: C[NH+](C)CC(=O)c1ccco1
* lowest unoccupied orbital energy: -3.8 eV
* charge: +1
* highest occupied orbital energy: -12.961 eV

Mulliken atomic charge list, values in e, 2 entries: number 1, C, carries -0.7987; number 2, N, carries 0.1610

=====

Here is one molecule with the formula C4H9N3O from OMol25. Energies are from ωB97M-V/def2-TZVPD.

Structure (XYZ):
```
17
Properties=species:S:1:pos:R:3:forces:R:3
C 0.0083 2.2413 1.0039 -1.675 2.746 -0.477
C 1.0945 1.9993 -0.0392 1.817 2.280 1.463
N 1.0199 1.0118 -0.7812 0.156 -1.351 -1.193
O -0.1273 0.3078 -0.4490 -0.472 -0.783 -1.023
C -0.2292 -0.7724 -1.3471 -2.518 -0.499 -1.100
C -1.2036 -1.8025 -0.7531 0.169 -0.137 0.269
N -0.8485 -2.5869 0.1872 0.137 0.843 0.753
N 0.3812 -2.3310 0.8599 -0.414 3.231 -2.057
H -0.1872 3.4817 0.9702 0.704 -3.378 0.831
H 0.3994 1.8158 2.0100 -1.145 1.019 -1.519
H -1.0714 1.7841 0.6185 3.220 1.154 1.426
H 2.1342 2.5613 -0.1653 -2.639 -0.760 0.494
H -0.5355 -0.5331 -2.4121 -0.059 0.461 1.254
H 0.7286 -1.1714 -1.4711 1.487 -1.123 0.129
H -2.2912 -1.9325 -0.9968 1.343 0.208 -0.595
H 0.2362 -2.8243 1.6796 0.218 -0.935 2.043
H 0.4914 -1.2492 1.0857 -0.330 -2.976 -0.699
```
Positions in Å, forces in eV/Å.

Output
* energy relative to the best compared isomer or geometry (same formula, charge and spin): 132.24 kcal/mol
* Kohn-Sham gap: 0.3613 hartree
* SMILES string: C/C=N\OC/C=N\N
* lowest unoccupied orbital energy: 0.8 eV
* highest occupied orbital energy: -9.024 eV

Mulliken atomic charge list, values in e, 2 entries: number 1, C, carries -0.6485; number 2, C, carries -0.0468